No. 1
The following is a DFT calculation (ωB97M-V with the def2-TZVPD basis set) of 11 unconnected molecules or ions with the total composition C31H82N2O11.

Atoms and positions in Å:
C -5.125772 4.313328 1.906626
C -4.136194 5.000554 0.956577
C -3.056699 5.707396 1.773976
C -1.972323 4.762508 2.282390
C -1.397370 3.911387 1.158842
C -2.474325 3.192083 0.341111
N -3.535245 4.105387 -0.046583
O -4.541793 3.393367 -0.746181
C -1.789853 2.689308 -0.940937
C -2.945126 1.921137 1.087735
C -4.913025 6.075007 0.172711
H -4.618852 3.638829 2.595389
H -5.901083 3.769926 1.365568
H -5.659257 5.041917 2.522953
H -2.547466 6.451980 1.149468
H -3.524119 6.252627 2.593306
H -2.403466 4.109308 3.056156
H -1.183842 5.301066 2.813284
H -0.735348 3.152045 1.571869
H -0.842423 4.602118 0.515473
H -1.339721 3.555463 -1.449976
H -0.945974 2.034575 -0.733186
H -2.497946 2.330325 -1.684346
H -3.637724 1.396812 0.429478
H -2.086492 1.294220 1.324206
H -3.430931 2.135995 2.040310
H -5.400834 6.775209 0.852532
H -5.709891 5.590133 -0.393736
H -4.250009 6.624677 -0.494599
H -4.704107 3.950240 -1.513691
C 1.297440 -0.071581 2.625110
C 0.395337 -0.850801 3.578506
C -0.397517 0.196645 4.398748
C -1.596194 -0.423313 5.103184
C -2.489471 -1.124014 4.104998
C -1.774480 -2.204930 3.281599
N -0.518729 -1.647081 2.746463
O 0.191114 -2.636055 2.028718
C -1.571803 -3.463761 4.143562
C -2.667301 -2.561225 2.104552
C 1.283838 -1.664206 4.541236
H 1.962477 0.660428 3.082990
H 0.695261 0.384085 1.834306
H 1.973088 -0.740544 2.075841
H 0.304133 0.529682 5.169415
H -0.627443 1.062026 3.776112
H -2.181312 0.323550 5.646631
H -1.219284 -1.090630 5.883128
H -2.908383 -0.406793 3.395419
H -3.332364 -1.599328 4.611879
H -0.899485 -3.288552 4.981983
H -2.522199 -3.851306 4.511045
H -1.147937 -4.264513 3.533177
H -3.585766 -3.048383 2.434323
H -2.887843 -1.695546 1.474032
H -2.186530 -3.260086 1.411611
H 1.658572 -2.592301 4.105363
H 0.739840 -1.956540 5.441039
H 2.145679 -1.065304 4.831866
H 0.584453 -3.265653 2.653634
C 0.084017 -5.873244 1.263867
C 1.086969 -6.285473 2.310170
O 1.353357 -5.158274 3.154207
H -0.906127 -5.770833 1.716865
H -0.026818 -6.612395 0.470287
H 0.291037 -4.900760 0.819175
H 2.013932 -6.686095 1.889748
H 0.659270 -7.081018 2.930230
H 2.053894 -5.380545 3.773419
C 4.611185 2.387102 -6.199660
C 5.047699 1.229946 -5.330270
O 3.949067 0.871782 -4.477961
H 3.736320 2.119778 -6.789855
H 5.400467 2.680801 -6.896385
H 4.424718 3.252900 -5.565641
H 5.904420 1.533797 -4.720228
H 5.351753 0.340882 -5.891148
H 4.311770 0.581095 -3.627381
C -1.080213 1.506636 -4.297303
C -1.999571 0.337576 -3.993530
O -1.597865 -0.792247 -4.749083
H -1.302070 2.374169 -3.678040
H -1.184746 1.852073 -5.328064
H -0.044401 1.181301 -4.173858
H -2.991214 0.652196 -4.351120
H -2.027397 0.128359 -2.925184
H -1.994108 -1.573280 -4.343294
C 0.690931 -0.901531 -2.180541
C 0.446243 -1.365556 -0.763544
O -0.885649 -0.957982 -0.382066
H 0.573536 0.180972 -2.234104
H -0.012607 -1.361458 -2.875943
H 1.704658 -1.165316 -2.479528
H 1.159553 -0.909795 -0.066528
H 0.525479 -2.443696 -0.603993
H -0.955034 -1.204349 0.553668
C -2.660255 -3.458864 -1.524265
O -2.402063 -2.295551 -2.275810
H -3.242244 -4.158809 -2.120044
H -1.742938 -3.956199 -1.186193
H -3.248386 -3.216816 -0.631161
H -1.988601 -1.646004 -1.694182
C 1.281967 -0.869101 -6.143791
O 2.699489 -1.066369 -6.167577
H 0.765463 -1.436696 -6.914862
H 0.935068 -1.109250 -5.141517
H 1.026631 0.170682 -6.384829
H 3.064225 -0.369837 -5.597575
C 4.512272 -2.627460 0.838373
O 4.718958 -2.699123 -0.582156
H 5.383272 -3.005874 1.371183
H 4.343529 -1.584596 1.108673
H 3.585634 -3.132476 1.108525
H 4.766280 -3.630104 -0.814377
C 6.175946 -0.773027 -2.640596
O 4.970264 -0.358889 -1.998567
H 6.819033 -1.326459 -1.958610
H 5.961686 -1.294657 -3.575703
H 6.714299 0.137263 -2.916163
H 4.654401 -1.123303 -1.487892
C 3.652402 2.043583 0.667199
O 4.573852 0.963726 0.853042
H 2.731286 1.787748 0.136221
H 3.431590 2.456070 1.647521
H 4.137358 2.811365 0.052292
H 4.597149 0.518610 -0.001744

Atomic forces in eV per Å
-0.201 -0.138 0.233
-0.821 0.376 0.075
0.974 -0.056 -0.412
-0.517 -0.573 0.839
-0.532 0.840 0.163
0.656 -1.304 -0.117
0.596 0.895 0.149
-0.182 -0.052 0.177
0.264 1.445 -0.540
-0.232 0.427 0.106
-0.121 -0.319 0.163
-0.092 -0.061 -0.048
0.205 -0.154 -0.092
0.178 0.167 -0.073
-0.195 0.013 -0.104
-0.089 -0.031 0.024
-0.006 -0.020 -0.127
0.024 0.143 -0.199
0.235 0.034 -0.146
0.132 -0.285 -0.153
-0.043 0.048 0.193
-0.335 -0.498 0.009
-0.003 -0.675 0.334
0.000 -0.213 0.213
0.077 -0.171 -0.243
-0.103 0.025 -0.093
0.109 0.030 0.053
0.005 0.138 -0.118
-0.006 -0.037 -0.059
0.058 -0.117 -0.127
0.484 -0.552 -1.065
0.330 0.553 0.283
0.394 -0.539 0.363
-0.006 0.377 0.022
-0.015 -0.224 -0.180
-0.149 -0.197 0.572
-0.324 0.240 -0.257
0.076 0.108 -0.170
0.254 -0.198 -0.363
0.185 -0.390 -0.773
-0.316 -0.294 0.084
-0.333 0.102 0.339
-0.079 0.292 0.245
-0.091 -0.106 0.221
0.003 0.273 -0.127
-0.335 -0.091 -0.073
0.106 0.129 -0.102
-0.140 -0.245 -0.120
0.035 0.219 0.093
-0.037 0.000 -0.064
-0.085 -0.024 0.078
-0.061 0.204 0.091
0.105 0.045 0.089
-0.103 0.227 0.068
-0.231 0.153 0.326
0.160 -0.090 0.330
0.094 0.099 -0.145
0.061 0.104 0.054
0.001 0.013 0.044
-0.051 -0.182 0.113
-0.636 0.122 -0.061
-0.048 -0.261 0.346
0.088 0.209 -0.159
0.054 -0.012 0.059
0.211 -0.053 0.036
0.336 -0.040 -0.053
0.019 0.230 -0.159
0.007 -0.060 -0.085
-0.026 -0.045 0.023
0.424 -0.049 -0.184
-0.086 -0.001 0.301
0.339 0.164 0.039
-0.129 0.091 0.116
0.034 -0.147 0.002
-0.305 -0.021 -0.045
-0.021 0.011 -0.002
-0.025 0.138 -0.250
-0.341 -0.174 0.044
0.388 -0.227 -0.249
-0.448 0.725 -0.794
0.154 -0.102 0.072
0.080 -0.122 0.231
-0.063 -0.244 -0.074
0.013 0.276 0.126
-0.183 -0.213 0.483
-0.027 -0.009 0.050
-0.021 0.024 0.132
0.025 -0.286 0.230
-0.227 0.300 0.233
0.432 -0.094 0.210
0.054 0.011 -0.017
0.088 0.028 0.004
0.071 0.042 -0.119
-0.003 0.033 -0.154
0.094 -0.085 -0.367
-0.216 0.160 0.079
-0.117 0.130 0.470
-0.274 -0.305 -0.645
0.064 0.050 -0.163
0.045 0.003 -0.102
-0.016 -0.088 -0.058
0.194 0.055 0.406
0.473 0.570 0.183
-0.256 0.085 -0.449
0.295 -0.504 0.163
-0.528 -0.052 -0.174
0.043 0.045 0.262
0.036 -0.205 0.071
-0.348 0.385 -0.223
-0.047 -0.051 0.453
-0.099 -0.092 0.126
0.294 0.056 -0.131
0.092 -0.361 0.142
-0.010 0.057 -0.215
0.087 0.789 -0.049
0.025 0.038 0.151
-0.080 -0.287 -0.132
0.054 -0.352 0.173
-0.002 -0.028 0.067
-0.040 -0.149 -0.285
0.686 0.340 -0.259
-0.809 -0.053 -0.197
-0.036 -0.377 0.257
-0.121 0.017 0.000
-0.087 0.144 0.188
0.412 -0.059 -0.133

SMILES string: CC1(C)CCCC(C)(C)N1O.CC1(C)CCCC(C)(C)N1O.CCO.CCO.CCO.CCO.CO.CO.CO.CO.CO
HOMO-LUMO gap: 8.4 eV

Atomic partial charges in e from the Mulliken method, atoms 1 to 8: -1.689, 1.704, -1.380, -0.639, -1.102, 1.713, 0.304, -0.524

***

No. 2
The following is a DFT calculation (ωB97M-V with the def2-TZVPD basis set) of a molecular structure, C6H8Li2O3.

Atoms and positions in Å:
C 3.718628 0.418645 0.667985
C 3.449716 1.667628 0.159885
O 2.295503 2.088354 -0.264607
H 2.975709 -0.055869 1.320943
H 4.755244 0.082169 0.743008
H 4.330357 2.278134 -0.133088
O 0.868457 -0.760763 -0.878996
Li 0.839292 1.084221 -0.802810
C 0.092615 -1.265425 0.165517
C -1.352089 -1.439025 -0.229408
C -2.287650 -0.411404 -0.085162
C -3.571203 -0.371886 -0.640785
O -4.519564 0.433539 -0.263138
Li -4.791931 2.007498 0.433247
H 0.135324 -0.584158 1.049145
H 0.488060 -2.242357 0.525270
H -1.626704 -2.320380 -0.823145
H -2.004278 0.458867 0.526519
H -3.795491 -1.067784 -1.470381

Atomic forces in eV per Å
0.112 1.129 1.156
0.059 -1.520 -1.311
-0.319 0.724 0.707
0.079 -0.343 -0.892
-0.186 0.266 0.273
-0.161 -0.007 -0.036
-0.923 0.214 0.232
0.980 -0.727 0.187
0.607 0.097 -0.464
-0.499 0.714 -0.106
0.274 -0.615 -0.165
0.811 -0.883 -0.417
-0.821 1.756 0.477
0.201 -0.992 -0.366
-0.180 -0.123 0.120
-0.068 0.140 -0.026
0.105 0.303 0.153
-0.040 -0.234 0.075
-0.032 0.103 0.404

2S+1: 2
Net charge: -1
HOMO-LUMO gap (alpha / beta): 2.8 / 3.8 eV
⟨S²⟩: 0.782

Atomic partial charges in e from the Mulliken method, atoms 1 to 8: -0.768, 0.159, -0.901, 0.082, 0.251, 0.239, -0.906, 0.849

***

No. 3
The following is a DFT calculation (ωB97M-V with the def2-TZVPD basis set) of a molecular structure, C25H17CdNO7PS.

Atoms and positions in Å:
Cd 1.024773 -2.281904 1.012382
O 2.987670 -1.265220 1.884257
S 3.731460 -1.276707 0.600268
O 5.102949 -1.685696 0.682455
O 2.898215 -1.985951 -0.390980
C 3.742424 0.412883 0.029632
C 4.969750 1.042715 -0.124023
C 5.019380 2.350723 -0.580351
C 3.847036 3.027221 -0.879027
C 2.623773 2.395297 -0.722707
C 2.553073 1.078746 -0.275410
P 0.917777 0.275756 -0.058757
C -0.013876 1.634706 0.724809
C -0.955947 2.419998 0.070902
C -1.629115 3.420557 0.761014
C -1.356428 3.648592 2.100808
C -0.406114 2.875269 2.756749
C 0.257116 1.870205 2.073589
C 0.231540 0.133112 -1.735784
C 0.980991 0.328148 -2.889838
C 0.418663 0.078315 -4.135239
C -0.889769 -0.367911 -4.234757
C -1.640604 -0.576499 -3.084060
C -1.080841 -0.337102 -1.840616
H 5.868028 0.491753 0.115044
H 5.976564 2.841579 -0.701314
H 3.882323 4.049988 -1.232047
H 1.709014 2.931549 -0.946653
H -1.177087 2.242318 -0.974019
H -2.373874 4.016710 0.249774
H -1.890389 4.421648 2.638014
H -0.193728 3.046120 3.804084
H 0.988464 1.255104 2.589063
H 2.008274 0.662468 -2.821817
H 1.012093 0.225362 -5.028553
H -1.322776 -0.567369 -5.206448
H -2.657256 -0.941383 -3.149015
H -1.668129 -0.527641 -0.947710
O -6.085192 -1.466927 1.492033
C -5.494545 -2.547844 1.300600
O -5.928182 -3.680846 1.037994
C -3.948041 -2.449419 1.385916
C -3.343751 -1.236078 1.700968
C -1.969609 -1.154403 1.730860
N -1.182354 -2.204372 1.459693
C -1.749782 -3.390147 1.191187
C -3.125755 -3.543878 1.149775
C -0.809722 -4.579210 0.932328
O -1.308102 -5.678793 0.798064
O 0.456673 -4.316004 0.891748
H -3.978695 -0.384462 1.905385
H -1.467990 -0.224575 1.965747
H -3.560385 -4.506490 0.923982

Atomic forces in eV per Å
0.078 0.209 0.016
0.003 -0.049 -0.050
-0.013 -0.054 0.023
-0.038 -0.025 0.060
0.122 -0.049 -0.110
0.033 0.119 -0.054
-0.083 -0.016 0.018
0.040 0.002 0.000
0.004 0.036 -0.011
-0.038 -0.013 0.010
0.021 -0.121 0.040
-0.050 0.076 0.002
0.032 0.058 -0.038
-0.019 -0.031 0.002
0.005 -0.003 0.009
-0.008 0.002 -0.005
-0.006 -0.005 -0.011
0.011 -0.011 0.011
-0.001 -0.069 0.044
0.016 0.038 -0.021
-0.001 0.006 0.004
-0.007 -0.001 0.020
-0.004 0.011 -0.009
0.004 -0.014 -0.005
0.008 -0.004 0.001
-0.002 -0.001 0.003
-0.002 -0.002 -0.001
0.004 -0.006 -0.002
-0.010 0.005 0.002
0.000 -0.002 -0.003
0.003 0.002 0.000
0.002 0.000 0.001
0.000 0.003 -0.002
-0.002 -0.006 0.004
0.000 0.002 0.000
-0.001 0.000 0.000
0.001 0.000 -0.007
0.007 0.005 0.002
0.028 -0.008 0.025
-0.084 -0.021 -0.076
0.015 0.025 0.027
0.041 0.006 0.029
-0.024 -0.021 -0.008
-0.001 -0.017 -0.032
-0.191 -0.017 0.131
0.100 -0.025 -0.024
-0.014 -0.009 -0.013
0.007 0.114 0.065
-0.008 -0.043 -0.027
-0.017 -0.102 -0.049
0.013 0.008 0.001
0.026 0.021 0.008
0.000 0.000 0.002

Net charge: -1
HOMO-LUMO gap: 7.4 eV

Atomic partial charges in e from the Mulliken method, atoms 1 to 8: 0.700, -0.808, 1.476, -0.742, -0.756, 0.302, -0.499, -0.528

***

| no. | maximum force (eV/A) | E (eV) |
| --- | --- | --- |
| 1 | 1.56 | -58975.7953 |
| 2 | 2.01 | -12903.3193 |
| 3 | 0.23 | -66716.2997 |